# 1
Entry from the OMol25 dataset: a structure of composition C36H32FIrN8O7S (ωB97M-V/def2-TZVPD).

XYZ file:
```
86
Properties=species:S:1:pos:R:3:forces:R:3
Ir -2.3690 0.3654 -0.9525 0.29 -0.03 -0.32
S -4.2201 0.3511 -2.3068 -0.18 -0.17 0.00
C -3.6769 -1.0094 -3.2772 0.56 0.19 0.08
N -4.3964 -1.8311 -3.9548 -0.09 -0.02 -0.05
N -5.7087 -1.7033 -3.8305 0.00 0.02 -0.09
C -6.5779 -2.5758 -4.4823 -0.05 -0.04 -0.01
C -6.1268 -3.4753 -5.4445 0.04 -0.01 0.00
C -7.0342 -4.3114 -6.0747 -0.01 0.00 -0.01
C -8.3872 -4.2630 -5.7683 0.02 0.02 0.02
C -8.8288 -3.3607 -4.8100 -0.02 -0.02 -0.01
C -7.9341 -2.5239 -4.1667 0.01 0.05 0.03
N -2.2936 -1.2449 -3.4125 -0.28 0.00 -0.01
N -1.6038 -0.7006 -2.5302 -0.05 0.16 0.16
C -0.1830 -0.8186 -2.6770 -0.05 -0.15 0.02
C 0.5174 -1.5395 -1.7212 0.01 -0.07 -0.06
C 1.9000 -1.6035 -1.8087 -0.04 0.01 0.03
C 2.5661 -0.9331 -2.8277 0.01 0.03 -0.02
C 1.8481 -0.2137 -3.7739 0.00 0.00 -0.01
C 0.4629 -0.1583 -3.7082 0.02 0.03 0.03
H -6.0678 -1.0613 -3.1309 -0.01 -0.03 0.03
H -5.0743 -3.5120 -5.6850 0.00 0.00 0.01
H -6.6746 -5.0101 -6.8197 0.00 0.00 0.00
H -9.0872 -4.9195 -6.2672 0.00 0.00 0.00
H -9.8793 -3.3097 -4.5540 0.00 0.00 0.00
H -8.2810 -1.8279 -3.4116 -0.01 0.00 -0.01
H -0.0342 -2.0415 -0.9348 0.03 0.02 0.00
H 2.4564 -2.1799 -1.0793 0.00 0.00 -0.01
H 3.6462 -0.9800 -2.8941 0.00 -0.01 0.00
H 2.3663 0.3051 -4.5699 0.00 0.00 -0.01
H -0.1174 0.4068 -4.4251 0.00 0.00 -0.01
O -5.0759 3.6363 4.6062 0.07 0.02 0.05
C -4.3952 2.5988 4.5772 0.00 -0.04 -0.04
O -3.9086 1.8900 5.4767 -0.05 0.02 0.03
C -4.0503 2.1007 3.1591 0.00 -0.01 -0.02
C -3.7121 3.0073 2.1599 -0.03 -0.01 -0.01
C -3.2733 2.5485 0.9360 0.06 -0.05 -0.03
N -3.2048 1.2396 0.6726 -0.19 0.10 0.05
C -3.6037 0.3453 1.5969 0.04 0.02 -0.04
C -4.0124 0.7422 2.8491 0.08 0.03 0.05
C -3.4960 -1.1090 1.1831 0.12 0.03 0.01
O -3.8252 -1.9962 1.9372 -0.02 -0.02 -0.02
O -2.9972 -1.2983 -0.0142 -0.07 0.01 0.12
H -3.7866 4.0672 2.3598 -0.01 0.00 0.02
H -2.9519 3.2075 0.1392 -0.02 0.00 -0.01
H -4.2567 -0.0027 3.5927 -0.02 0.00 0.00
C 4.2156 4.0873 0.8094 0.00 0.02 0.00
C 4.0657 3.0723 -0.3143 0.00 0.00 -0.03
N 2.8555 2.2595 -0.1842 -0.04 -0.01 -0.02
C 1.7620 2.5985 -0.9033 0.03 0.04 0.09
C 0.5387 2.0022 -0.8371 -0.02 0.06 -0.07
C -0.5380 2.6674 -1.7079 -0.06 -0.06 0.05
O -0.2345 3.7486 -2.1938 0.05 -0.05 -0.09
O -1.6607 2.0817 -1.8823 -0.04 0.07 0.14
C 0.3746 0.9290 0.0813 0.07 0.23 0.18
O -0.6760 0.3058 0.3168 -0.14 -0.34 -0.19
C 1.5524 0.5568 0.8720 0.01 0.00 -0.01
C 1.4437 -0.5052 1.7681 -0.03 0.00 0.05
C 2.5235 -0.8760 2.5160 -0.03 -0.02 0.00
F 2.4174 -1.9366 3.3455 -0.01 0.00 -0.02
C 3.7393 -0.1886 2.4432 0.01 0.02 0.00
C 3.8526 0.8533 1.5405 0.00 0.05 0.03
C 2.7706 1.2282 0.7339 0.01 -0.02 -0.06
N 4.8495 -0.4931 3.2812 0.01 -0.02 -0.03
C 6.0835 -0.9476 2.6639 0.00 -0.03 0.00
C 7.2525 -0.2926 3.4246 -0.01 -0.01 0.02
N 6.7301 0.1092 4.7778 -0.03 0.02 -0.03
C 5.9327 -1.0097 5.3817 0.01 0.01 -0.01
C 4.6317 -1.1445 4.5659 0.02 0.01 0.04
H 5.1464 4.6426 0.6907 0.00 0.00 -0.01
H 4.2172 3.6138 1.7915 0.00 -0.01 0.00
H 3.3906 4.7988 0.7861 -0.01 0.00 0.01
H 4.9287 2.4081 -0.3909 -0.01 0.00 0.04
H 3.9897 3.5889 -1.2688 0.02 -0.02 -0.01
H 1.8583 3.4494 -1.5669 0.01 -0.01 -0.02
H 0.4999 -1.0285 1.8560 0.00 -0.02 0.00
H 4.7817 1.4053 1.5030 0.00 -0.01 0.01
H 6.1127 -0.6519 1.6190 0.00 0.01 0.00
H 6.1704 -2.0408 2.6986 0.00 0.00 0.00
H 7.6135 0.6132 2.9415 -0.01 0.00 -0.01
H 8.0860 -0.9735 3.5843 0.01 0.01 0.00
H 6.0847 0.8893 4.6260 0.01 0.01 0.02
H 7.4824 0.4191 5.3903 0.01 -0.04 0.00
H 5.7468 -0.7835 6.4285 -0.02 0.01 0.00
H 6.5575 -1.8985 5.3192 0.00 0.00 0.01
H 3.8073 -0.6495 5.0763 -0.01 0.00 0.00
H 4.3865 -2.2060 4.4848 0.01 0.01 0.00
```
Positions in Å, forces in eV/Å.

Orbital gap in Eh: 0.164
Energy relative to the best compared isomer or geometry (same formula, charge and spin) in eV: 3.862


# 2
Entry from the OMol25 dataset: a structure of composition ClH4N2OP in a non-equilibrium geometry (ωB97M-V/def2-TZVPD).

XYZ file:
```
9
Properties=species:S:1:pos:R:3:forces:R:3
N -0.3659 -0.7739 -1.3267 -1.40 -0.07 4.73
N -0.7945 -0.3243 1.3779 -0.65 1.53 -0.86
O 1.7186 0.5876 0.2800 -1.47 -0.60 -0.43
P 0.2241 -1.0982 0.2992 0.96 3.14 -2.27
Cl 1.1586 2.0443 -0.4765 0.16 -1.54 0.67
H -0.7478 0.1205 -1.5705 -0.06 0.45 0.10
H 0.2760 -1.0857 -1.9634 1.87 -0.99 -2.00
H -1.1870 0.6244 1.1663 0.21 -1.26 -0.53
H -0.2820 -0.0947 2.2137 0.40 -0.66 0.59
```
Positions in Å, forces in eV/Å.

Orbital gap in Eh: 0.332
Energy relative to the best compared isomer or geometry (same formula, charge and spin) in eV: 4.362


# 3
Entry from the OMol25 dataset: a structure of composition C6H12N2O3S in a non-equilibrium geometry (ωB97M-V/def2-TZVPD).

XYZ file:
```
24
Properties=species:S:1:pos:R:3:forces:R:3
C -0.8426 -0.9381 -1.2234 1.21 -0.29 -0.88
C -0.5910 0.1396 -0.2700 -0.94 4.05 4.17
C -2.2729 -1.2850 -1.1087 -0.68 -1.93 0.27
C 0.9536 1.3903 1.1274 -1.34 0.85 -0.31
C 1.5223 2.4512 0.2225 1.25 3.75 -0.95
C 1.7494 1.0424 2.3677 -0.01 -3.14 -1.48
H -0.3001 -2.8451 -1.6497 1.08 2.23 3.40
H -0.2933 -2.4819 0.1503 0.03 0.84 -1.93
H -0.5075 -0.6934 -2.3324 -0.77 -0.13 2.22
H -2.4989 -1.7727 -0.1593 0.56 0.46 0.32
H -2.9694 -0.4851 -1.0662 -0.80 0.67 -1.29
H -2.2976 -3.8650 -0.7788 -0.28 2.32 -3.53
H 1.2604 -0.3733 -0.0151 1.89 -1.01 -0.43
H -0.0975 1.8729 1.3049 1.73 -0.83 0.35
H 2.1228 1.7714 2.9491 0.17 3.28 2.10
H 1.1838 0.2934 2.9336 0.03 0.41 0.08
H 2.7361 0.5691 2.1890 -0.59 -0.33 -0.89
H 1.2800 3.1725 -1.7147 -0.90 -2.78 2.22
N -0.0563 -2.0790 -0.8102 0.94 -3.10 -1.83
N 0.6047 0.2116 0.4005 -1.42 -0.39 -1.09
O -1.4709 0.9218 0.1845 0.54 -1.61 -2.10
O 2.2039 3.4285 0.6307 -2.52 -3.82 -2.18
O 0.9668 2.3190 -1.1551 2.63 3.16 1.31
S -2.3858 -2.7651 -2.1765 -1.81 -2.65 2.46
```
Positions in Å, forces in eV/Å.

Orbital gap in Eh: 0.322
Energy relative to the best compared isomer or geometry (same formula, charge and spin) in eV: 4.527


# 4
Entry from the OMol25 dataset: a cluster of 4 separate species, C8H16Cl8 in total in a non-equilibrium geometry (ωB97M-V/def2-TZVPD).

XYZ file:
```
32
Properties=species:S:1:pos:R:3:forces:R:3
Cl -2.6910 0.5899 1.2527 -0.06 0.06 -0.10
C -4.3498 -0.0589 1.4865 0.71 -0.61 -0.16
C -5.2972 0.9783 1.9799 -0.73 0.19 -0.76
Cl -4.9048 1.5877 3.5770 0.05 0.13 0.37
H -4.2332 -0.9085 2.1556 -0.13 0.14 0.17
H -4.6608 -0.4481 0.5190 -0.10 0.15 -0.04
H -6.3070 0.5620 1.9799 0.09 -0.11 0.30
H -5.3457 1.8097 1.2758 0.23 0.10 0.16
Cl -1.3393 0.9030 4.6839 0.03 -0.16 0.05
C -0.8946 2.4359 3.9082 -0.31 0.57 0.19
C 0.2263 2.2833 2.9186 -0.26 -0.08 -0.45
Cl 1.8059 2.1080 3.7032 0.10 -0.10 0.00
H -0.6578 3.1285 4.7133 0.22 -0.02 -0.06
H -1.7786 2.8389 3.4111 -0.03 -0.28 -0.10
H 0.2834 3.1377 2.2454 0.00 0.20 0.24
H 0.0245 1.4220 2.2805 0.25 -0.16 0.20
Cl 1.1744 -1.3030 -2.4147 -0.15 0.10 -0.18
C 1.7370 -1.6186 -0.7611 0.46 -0.52 0.06
C 0.9308 -0.8594 0.2319 -0.61 0.86 0.17
Cl 1.6207 -1.1001 1.8507 0.01 -0.06 0.15
H 2.7781 -1.3156 -0.6898 0.04 -0.08 -0.14
H 1.6561 -2.6862 -0.5708 0.09 -0.02 -0.13
H -0.1163 -1.1474 0.2616 0.01 -0.21 -0.02
H 0.9548 0.2097 0.0139 0.11 -0.06 0.05
Cl 4.5646 -2.8110 -3.4879 0.00 -0.16 0.22
C 4.2197 -1.3954 -4.5023 0.05 0.07 -0.29
C 3.1233 -1.7276 -5.4761 -0.19 -0.49 -0.26
Cl 2.7714 -0.2873 -6.4642 -0.07 0.05 -0.03
H 5.1233 -1.1799 -5.0655 0.08 0.18 0.17
H 3.9424 -0.5582 -3.8699 0.05 -0.02 0.08
H 2.2082 -2.0626 -4.9979 -0.03 0.23 0.17
H 3.4313 -2.5271 -6.1486 0.09 0.12 -0.04
```
Positions in Å, forces in eV/Å.

SMILES: ClCCCl.ClCCCl.ClCCCl.ClCCCl
Orbital gap in Eh: 0.405
Energy relative to the best compared isomer or geometry (same formula, charge and spin) in eV: 0.141


| no. | calculated total energy (hartree) |
| --- | --- |
| 1 | -2958.15674 |
| 2 | -988.63062 |
| 3 | -969.12771 |
| 4 | -3995.97148 |